i | This record from the OMol25 dataset describes C3H7N3O as an isolated structure. The level of theory is ωB97M-V/def2-TZVPD.

As for the HOMO-LUMO gap: 9.8 eV. The HOMO energy is -9.36 eV. The LUMO energy comes out at 0.5 eV.

The geometry in ORCA input format:
```
! wB97M-V def2-TZVPD RIJCOSX def2/J DEFGRID3
* xyz 0 1
O -0.14 0.50 -1.90
N -1.62 0.82 0.51
N 1.50 -1.11 -1.34
N -1.63 1.06 1.69
C 0.62 -0.09 1.56
C 0.20 -0.58 -1.03
C 0.15 -0.16 0.40
H 1.47 -0.43 2.11
H 2.19 -0.37 -1.27
H -0.53 -1.39 -1.17
H -0.43 0.59 2.18
H -0.92 0.94 -1.53
H 1.51 -1.45 -2.29
H -2.37 1.67 2.07
*
```

Atom charges from the natural (NBO) analysis, given in e for atoms 1 to 6: -0.73, -0.13, -0.81, -0.35, -0.49, 0.17

ii | This record from the OMol25 dataset describes one molecule with the formula C3H7N3O. The level of theory is ωB97M-V/def2-TZVPD.

As for the HOMO-LUMO gap: 9.8 eV. The HOMO energy is -8.95 eV. Its structure (SMILES) is C/N=C(/N)C(N)=O. The LUMO energy comes out at 0.9 eV.

The geometry in ORCA input format:
```
! wB97M-V def2-TZVPD RIJCOSX def2/J DEFGRID3
* xyz 0 1
O -1.96 -1.00 0.90
N 0.14 -2.17 0.18
N -1.61 1.02 0.06
N 1.35 -0.30 -0.38
C 1.62 1.11 -0.46
C -1.18 -0.23 0.35
C 0.25 -0.82 0.00
H 1.94 1.40 -1.46
H -1.13 1.74 -0.44
H -2.58 1.16 0.32
H 2.47 1.32 0.21
H 1.00 -2.66 0.41
H 0.79 1.76 -0.15
H -0.69 -2.42 0.70
*
```

Atom charges from the natural (NBO) analysis, given in e for atoms 1 to 6: -0.62, -0.80, -0.81, -0.48, -0.42, 0.61

iii | This record from the OMol25 dataset describes one molecule with the formula C3H7N3O. The level of theory is ωB97M-V/def2-TZVPD.

As for the HOMO-LUMO gap: 10.1 eV. The HOMO energy is -9.38 eV. Its structure (SMILES) is C/N=C(\N)C(N)=O. The LUMO energy comes out at 0.8 eV.

The geometry in ORCA input format:
```
! wB97M-V def2-TZVPD RIJCOSX def2/J DEFGRID3
* xyz 0 1
O -2.34 -1.14 0.84
N 0.51 -1.46 0.85
N 0.39 0.44 -0.59
N -2.01 1.01 0.03
C -1.63 -0.26 0.38
C 1.79 0.74 -0.61
C -0.12 -0.44 0.17
H 1.10 -2.07 0.30
H 1.89 1.71 -1.11
H 2.14 0.84 0.42
H -1.21 1.53 -0.32
H -2.85 1.11 -0.52
H -0.10 -1.98 1.47
H 2.43 0.02 -1.14
*
```

Atom charges from the natural (NBO) analysis, given in e for atoms 1 to 6: -0.59, -0.83, -0.49, -0.82, 0.62, -0.44

Energy comparison, zero being the most stable, in eV: i 4.786; ii 0.100; iii 0.000.

i | This record from the OMol25 dataset describes one molecule with the formula C3H7N3O. The level of theory is ωB97M-V/def2-TZVPD.

As for the HOMO-LUMO gap: 9.4 eV. The HOMO energy is -8.46 eV. Its structure (SMILES) is Cn1[nH]c(=O)n1C. The LUMO energy comes out at 0.9 eV.

The geometry in ORCA input format:
```
! wB97M-V def2-TZVPD RIJCOSX def2/J DEFGRID3
* xyz 0 1
O 2.49 -0.17 1.35
N -0.01 -0.52 -0.59
N 1.09 -1.32 -0.14
N 0.34 0.36 0.48
C -1.42 -0.93 -0.56
C -0.05 1.72 0.37
C 1.52 -0.30 0.71
H 1.57 -1.82 -0.86
H -1.06 1.74 0.23
H -2.03 -0.72 -1.56
H 0.46 2.18 -0.52
H -1.83 -0.34 0.26
H 0.30 2.20 1.22
H -1.37 -2.06 -0.39
*
```

Atom charges from the natural (NBO) analysis, given in e for atoms 1 to 6: -0.58, -0.15, -0.51, -0.31, -0.45, -0.40

ii | This record from the OMol25 dataset describes one molecule with the formula C3H7N3O. The level of theory is ωB97M-V/def2-TZVPD.

As for the HOMO-LUMO gap: 10.4 eV. The HOMO energy is -9.64 eV. Its structure (SMILES) is [H]/N=C/NC(=O)NC. The LUMO energy comes out at 0.8 eV.

The geometry in ORCA input format:
```
! wB97M-V def2-TZVPD RIJCOSX def2/J DEFGRID3
* xyz 0 1
O 0.29 0.33 -1.49
N -1.10 0.14 0.32
N 1.19 0.29 0.61
N -3.27 -0.57 0.13
C 0.16 0.26 -0.28
C -2.23 -0.10 -0.43
C 2.55 0.07 0.17
H -4.02 -0.68 -0.56
H 2.53 -0.14 -0.90
H -2.10 0.16 -1.48
H -1.17 -0.16 1.29
H 3.19 0.94 0.35
H 2.98 -0.80 0.69
H 0.99 0.27 1.59
*
```

Atom charges from the natural (NBO) analysis, given in e for atoms 1 to 6: -0.65, -0.65, -0.62, -0.69, 0.79, 0.28

Energy comparison, zero being the most stable, in eV: i 3.628; ii 0.000.

i | This record from the OMol25 dataset describes a 2-piece molecular cluster, C4H7NO3 overall. The level of theory is ωB97M-V/def2-TZVPD.

As for the HOMO-LUMO gap: 10.7 eV. The HOMO energy is -10.25 eV. Its structure (SMILES) is C[C@H](O)C(=O)O.C#N. The LUMO energy comes out at 0.5 eV.

The geometry in ORCA input format:
```
! wB97M-V def2-TZVPD RIJCOSX def2/J DEFGRID3
* xyz 0 1
O -1.87 0.51 -0.65
O -2.40 -1.48 0.21
O 0.67 0.21 -0.39
N 3.01 1.10 -2.00
C 0.12 -0.86 1.73
C 2.27 1.97 -2.05
C -1.57 -0.66 -0.08
C -0.08 -0.80 0.21
H -0.21 0.07 2.19
H 0.26 -1.74 -0.24
H -2.83 0.56 -0.83
H 1.59 2.77 -2.11
H 1.17 -1.01 1.95
H -0.46 -1.69 2.14
H 0.34 1.06 -0.08
*
```

Atom charges from the natural (NBO) analysis, given in e for atoms 1 to 6: -0.69, -0.59, -0.69, -0.29, -0.62, 0.07

ii | This record from the OMol25 dataset describes a 2-piece molecular cluster, C4H7NO3 overall. The level of theory is ωB97M-V/def2-TZVPD.

As for the HOMO-LUMO gap: 10.2 eV. The HOMO energy is -9.52 eV. Its structure (SMILES) is C#CN(C)O.O=CO. The LUMO energy comes out at 0.7 eV.

The geometry in ORCA input format:
```
! wB97M-V def2-TZVPD RIJCOSX def2/J DEFGRID3
* xyz 0 1
O 1.93 -1.15 0.48
O -0.83 -1.51 -0.40
O 2.86 0.21 -1.02
N -0.56 -0.10 -0.36
C 2.10 0.03 -0.12
C -1.48 0.58 -1.26
C -0.68 0.47 2.11
C -0.46 0.42 0.91
H -0.03 -1.89 -0.80
H -0.66 0.79 3.12
H -1.27 0.25 -2.27
H -2.54 0.40 -1.04
H -1.30 1.65 -1.18
H 1.62 0.91 0.61
H 1.29 -1.06 1.22
*
```

Atom charges from the natural (NBO) analysis, given in e for atoms 1 to 6: -0.70, -0.56, -0.56, -0.22, 0.66, -0.41

Energy comparison, zero being the most stable, in eV: i 0.000; ii 4.018.